The following is a DFT calculation (ωB97M-V/def2-TZVPD) of C2H3BrF2S in the gas phase in a non-equilibrium geometry.

Last column: natural (NBO) charge in e.
Geometry (Å):
C1 0.42 -0.62 -0.38  -0.525
C2 -0.90 0.41 0.03  0.655
F1 -0.77 1.01 1.19  -0.305
F2 -1.06 1.30 -0.95  -0.331
S1 1.87 0.50 -0.08  -0.062
Br1 -2.42 -0.78 -0.14  -0.033
H1 0.53 -1.36 0.38  0.237
H2 0.42 -0.81 -1.36  0.226
H3 1.90 0.36 1.32  0.139

Calculated values
E_HOMO	-9.45	eV
SMILES	FC(F)(Br)CS
frontier orbital gap	10.10	eV

---

The following is a DFT calculation (ωB97M-V/def2-TZVPD) of C4H6ClN3 in the gas phase in a non-equilibrium geometry.

Last column: natural (NBO) charge in e.
Geometry (Å):
C1 0.24 -0.64 -0.03  -0.171
C2 -1.12 -0.38 -0.54  -0.149
C3 -1.62 0.73 0.04  -0.010
C4 0.55 0.64 0.79  0.452
H1 1.61 -0.38 -1.54  0.360
H2 0.93 -1.79 -1.60  0.370
H3 0.07 -1.35 0.84  0.218
H4 -2.63 1.14 -0.05  0.227
H5 -0.76 2.19 1.29  0.416
H6 2.30 0.16 1.20  0.361
N1 1.32 -1.10 -0.92  -0.816
N2 -0.67 1.31 0.83  -0.601
N3 1.63 0.94 1.33  -0.682
Cl1 -1.85 -1.47 -1.64  0.025

Calculated values
E_HOMO	-8.11	eV
SMILES	[H]/N=C1/NC=C(Cl)[C@H]1N
frontier orbital gap	8.86	eV

---

The following is a DFT calculation (ωB97M-V/def2-TZVPD) of a molecular structure, C23H52FeOP4 in a non-equilibrium geometry.

Last column: Mulliken charge in e.
Geometry (Å):
Fe1 -0.32 0.11 -0.03  0.469
P1 1.18 1.65 -0.55  0.929
P2 -2.19 1.65 -1.02  1.037
P3 0.93 -1.61 0.94  1.141
H1 -1.89 -0.94 -2.05  0.400
C1 -1.49 -1.48 -1.18  -1.621
C2 -2.20 -1.48 0.03  -0.001
H2 -3.15 -0.96 0.12  0.268
C3 1.36 1.37 -2.35  -1.367
C4 0.91 3.47 -0.46  -1.244
C5 2.84 1.53 0.20  -1.354
C6 -3.93 1.06 -1.10  -1.590
C7 -2.49 3.37 -0.40  -1.617
C8 -1.98 1.99 -2.82  -1.586
C9 0.17 -3.18 1.56  -1.645
C10 2.29 -1.34 2.14  -1.313
C11 1.83 -2.39 -0.45  -1.091
H3 -0.87 -2.34 -1.44  0.522
H4 -2.03 -2.30 0.74  0.364
H5 2.35 1.74 -2.66  0.565
H6 0.58 1.89 -2.92  0.081
H7 1.25 0.29 -2.59  0.417
H8 1.86 3.97 -0.72  0.566
H9 0.63 3.75 0.56  0.353
H10 0.13 3.80 -1.15  0.361
H11 3.45 2.39 -0.13  0.639
H12 3.34 0.60 -0.09  0.347
H13 2.74 1.56 1.29  0.354
H14 -4.47 1.71 -1.80  0.567
H15 -4.41 1.12 -0.12  0.334
H16 -3.98 0.04 -1.47  0.512
H17 -2.55 4.05 -1.26  0.480
H18 -1.68 3.72 0.26  0.399
H19 -3.43 3.42 0.16  0.629
H20 -2.95 2.30 -3.23  0.610
H21 -1.66 1.07 -3.32  0.395
H22 -1.24 2.78 -2.99  0.456
H23 0.99 -3.90 1.70  0.578
H24 -0.51 -3.59 0.81  0.510
H25 -0.35 -3.05 2.51  0.359
H26 2.80 -2.30 2.30  0.489
H27 1.89 -0.99 3.10  0.217
H28 3.00 -0.61 1.75  0.374
H29 2.23 -3.36 -0.14  0.628
H30 2.64 -1.74 -0.78  0.480
H31 1.14 -2.53 -1.29  0.042
C12 3.13 -2.10 -3.69  0.987
C13 3.65 -1.68 -4.93  -0.891
C14 3.79 -2.62 -5.95  -0.523
C15 3.46 -3.96 -5.73  -0.581
C16 3.03 -4.38 -4.47  -0.616
C17 2.89 -3.45 -3.43  -0.085
O1 2.74 -1.18 -2.73  -0.265
H32 3.03 -0.26 -2.93  0.229
H33 3.90 -0.63 -5.08  0.322
H34 4.16 -2.30 -6.94  0.383
H35 3.57 -4.70 -6.54  0.383
H36 2.78 -5.43 -4.28  0.397
H37 2.57 -3.75 -2.44  0.257
C18 -0.26 -0.91 4.49  -1.629
C19 -1.44 -0.78 3.53  -0.628
P4 -1.31 0.55 2.25  1.006
C20 -3.08 1.10 2.26  0.089
C21 -3.73 1.54 3.57  -1.563
C22 -0.39 2.00 2.98  -0.695
C23 -0.68 2.41 4.41  -1.410
H38 0.28 -1.84 4.34  0.333
H39 -0.63 -0.92 5.52  0.384
H40 0.44 -0.08 4.40  0.427
H41 -1.62 -1.71 2.98  0.524
H42 -2.36 -0.59 4.09  0.639
H43 -3.15 1.92 1.54  -0.215
H44 -3.64 0.25 1.84  0.419
H45 -3.41 2.54 3.89  0.317
H46 -4.82 1.59 3.41  0.461
H47 -3.56 0.84 4.40  0.347
H48 0.69 1.77 2.86  0.407
H49 -0.60 2.84 2.31  0.323
H50 -0.83 1.57 5.10  0.262
H51 0.16 3.00 4.80  0.413
H52 -1.56 3.06 4.48  0.349

Calculated values
E_HOMO (spin up / spin down)	-14.92 / -14.92	eV
expectation value of S²	8.77
frontier orbital gap (spin up / spin down)	5.07 / 2.89	eV
multiplicity	6
total charge	+3